Record 1
82
Properties=species:S:1:pos:R:3:forces:R:3 method="wB97M-V/def2-TZVPD" homo_energy_ev=-11.6 total_charge=+1 gap_ev=8.01
C 2.964 -1.469 4.416 -0.2 -0.4 0.9
C 1.740 -2.450 3.866 -0.2 0.1 -0.5
C 2.083 -3.197 2.447 1.0 1.0 -0.2
C 1.716 -2.225 1.162 0.9 -0.9 -0.7
C 0.384 -2.738 0.312 0.6 -0.1 2.4
N 0.476 -2.112 -1.051 -0.6 -0.7 -0.6
C 1.184 -3.000 -2.098 1.5 -1.4 -0.5
C 2.744 -2.475 -2.399 -0.5 0.0 0.0
C 3.889 -3.551 -1.901 0.9 0.8 -0.3
F 3.706 -4.911 -2.458 -0.1 2.8 1.1
C 0.008 -0.896 -1.445 0.0 0.6 -1.1
N 0.188 -0.565 -2.909 -3.5 4.6 4.8
C -0.486 0.776 -2.960 0.9 -5.2 5.6
P -0.543 1.547 -4.682 3.2 0.5 -2.5
N 0.935 1.476 -5.408 -2.6 1.0 1.3
N -0.974 1.113 -1.580 0.7 1.4 -5.0
C -1.711 2.420 -1.519 -2.2 2.0 2.2
C -3.326 2.269 -1.110 0.1 0.6 -0.9
C -4.109 1.124 -1.995 -1.3 1.4 -0.4
C -5.570 1.811 -2.429 -0.7 -0.2 0.3
C -6.825 0.721 -2.332 0.1 2.3 0.2
O -7.222 0.725 -0.890 -0.3 -1.7 -2.0
C -8.226 -0.350 -0.699 -0.2 0.7 0.4
N -0.675 0.152 -0.583 2.5 -2.1 -4.4
C -1.007 0.240 0.872 -1.6 0.6 2.7
C -2.599 -0.236 1.065 0.7 -1.0 0.3
C -0.720 1.732 1.576 -0.9 -0.5 -0.2
C 0.753 2.350 1.207 -0.5 0.8 1.5
H 3.925 -1.523 3.746 -2.0 0.2 1.2
H 3.271 -1.851 5.497 -0.6 0.9 -2.3
H 2.598 -0.349 4.549 0.9 -2.4 -0.5
H 0.820 -1.722 3.658 1.7 -1.8 0.7
H 1.477 -3.298 4.643 0.4 2.0 -1.4
H 1.591 -4.250 2.306 0.8 2.1 0.4
H 3.265 -3.349 2.416 -2.6 0.1 0.1
H 2.629 -2.349 0.403 -2.1 0.4 1.5
H 1.686 -1.077 1.426 -0.1 -2.3 -0.3
H 0.465 -3.929 0.319 -0.2 2.8 -0.7
H -0.638 -2.519 0.889 2.2 -0.2 -1.5
H 1.344 -4.100 -1.660 -0.8 2.6 -0.6
H 0.556 -3.154 -3.073 1.1 0.8 2.0
H 2.937 -2.275 -3.536 -0.6 -0.4 2.2
H 2.820 -1.428 -1.829 0.3 -2.4 -1.2
H 3.995 -3.628 -0.738 -0.5 -0.2 -2.2
H 4.932 -3.160 -2.310 -2.2 -1.0 0.8
H -1.048 2.906 -4.606 -0.2 -1.2 0.4
H -1.445 0.765 -5.514 0.1 0.4 1.4
H 1.204 2.458 -5.637 0.0 -0.9 0.4
H -1.281 3.193 -0.717 -0.5 -2.0 -1.8
H -1.723 3.024 -2.531 0.5 -1.9 1.8
H -3.498 2.199 0.047 0.4 -0.1 -2.4
H -3.805 3.312 -1.440 1.2 -2.2 0.8
H -4.376 0.146 -1.410 0.9 1.9 -1.2
H -3.551 0.932 -3.024 -0.9 0.1 2.3
H -5.880 2.694 -1.690 0.8 -2.1 -1.4
H -5.502 2.322 -3.498 -0.1 -1.3 2.1
H -7.741 1.228 -2.899 1.9 -1.5 0.8
H -6.553 -0.342 -2.739 -0.6 1.9 0.8
H -8.795 -0.100 0.318 1.4 -0.7 -2.3
H -8.983 -0.256 -1.594 1.3 -0.6 1.8
H -7.654 -1.377 -0.656 -1.5 1.8 -0.1
H -0.407 -0.473 1.594 -0.6 1.2 -2.5
H -2.627 -1.170 1.808 0.0 2.1 -1.5
H -2.937 -0.646 0.022 0.3 1.0 2.1
H -3.277 0.604 1.515 1.3 -1.6 -1.1
H -0.841 1.538 2.748 0.4 0.3 -2.6
H -1.628 2.458 1.304 2.1 -1.6 0.5
H 1.322 1.788 0.351 -1.2 1.2 1.6
H 1.390 2.306 2.215 -1.2 0.0 -2.6
H 0.576 3.507 0.972 0.7 -2.6 0.2
C 5.719 1.259 3.691 0.0 -0.3 0.2
C 4.860 1.498 2.460 0.5 0.5 0.3
C 5.462 2.567 1.562 0.0 0.0 -0.4
O 3.555 1.902 2.866 -0.4 0.1 0.1
H 5.803 2.171 4.293 0.1 0.0 -0.2
H 5.267 0.496 4.334 0.1 0.1 -0.1
H 6.726 0.931 3.413 -0.1 0.1 0.1
H 4.753 0.563 1.899 -0.2 0.1 0.1
H 5.536 3.525 2.089 0.1 -0.1 0.1
H 4.827 2.736 0.686 0.1 -0.1 0.1
H 6.461 2.278 1.220 -0.1 0.1 0.0
H 3.640 2.732 3.365 0.1 -0.3 -0.2

=====

Record 2
87
Properties=species:S:1:pos:R:3:forces:R:3 method="wB97M-V/def2-TZVPD" homo_energy_ev=-11.8 total_charge=+1 gap_ev=6.97
C 2.569 -3.905 0.994 0.3 0.5 -0.6
C 2.956 -3.041 -0.289 -1.1 0.8 -0.4
B 1.861 -1.860 -0.463 0.8 -1.5 -1.0
O 0.722 -2.170 -1.215 0.9 1.5 0.9
O 2.154 -0.573 0.129 -2.1 -0.5 1.2
C 1.348 -0.302 1.236 0.2 0.5 -0.8
O 1.795 -0.178 2.338 -0.7 0.0 -0.9
C -0.190 -0.128 0.899 -1.4 -0.7 0.0
C -0.723 1.057 0.181 -1.4 -2.4 0.7
C -2.144 1.070 -0.102 2.1 -0.3 0.4
N -2.957 0.005 0.273 2.1 -0.1 0.6
C -2.497 -1.104 0.960 1.0 -0.1 0.5
C -3.526 -2.219 1.315 0.1 0.1 -0.6
C -3.070 -3.586 0.608 0.0 -0.3 1.8
O -2.277 -3.367 -0.580 -1.4 0.1 -0.7
C -3.066 -3.012 -1.665 -0.5 0.0 -0.6
O -2.991 -3.494 -2.754 0.6 0.2 0.9
C -1.070 -1.223 1.301 -1.4 2.4 -1.3
H 3.134 -3.508 1.875 -0.6 -0.6 -0.6
H 1.464 -3.793 1.168 1.0 -0.4 0.1
H 2.816 -4.980 0.789 -0.3 1.0 0.5
H 3.948 -2.526 -0.228 -0.6 -0.9 0.0
H 2.860 -3.660 -1.227 0.4 0.5 1.0
H 0.176 -1.385 -1.403 0.1 -0.5 0.1
H -0.010 1.858 -0.112 -1.0 -0.6 0.1
H -2.601 1.916 -0.661 0.2 -0.9 0.6
H -3.950 0.028 0.034 0.4 0.1 0.1
H -3.578 -2.343 2.440 0.2 0.1 -1.2
H -4.563 -1.945 0.956 1.1 -0.1 0.4
H -3.959 -4.274 0.440 1.0 1.1 0.0
H -2.392 -4.116 1.339 -0.6 0.5 -1.0
H -3.850 -2.198 -1.524 0.8 -0.6 0.6
H -0.742 -2.141 1.844 -0.1 1.0 -0.6
C -7.526 -5.838 -1.664 0.0 -0.1 0.0
C -7.378 -4.798 -0.572 -0.1 -0.1 -0.4
O -6.021 -4.353 -0.489 0.3 0.3 0.2
H -6.875 -6.692 -1.470 -0.1 0.0 0.1
H -8.557 -6.189 -1.731 0.0 0.0 0.0
H -7.232 -5.425 -2.633 -0.1 0.0 0.0
H -7.651 -5.219 0.396 0.2 0.1 0.0
H -8.020 -3.934 -0.767 -0.1 -0.1 0.1
H -5.792 -3.973 -1.347 -0.1 -0.2 0.0
C 0.841 3.586 1.994 -0.2 0.4 0.0
C 2.259 3.674 2.512 0.1 -0.5 -0.1
O 2.496 2.647 3.466 0.0 -0.1 0.1
H 0.126 3.678 2.815 0.1 0.0 0.0
H 0.643 4.373 1.262 0.0 -0.1 0.0
H 0.666 2.618 1.526 0.1 0.0 0.1
H 2.427 4.634 3.000 0.1 -0.1 0.1
H 2.980 3.571 1.696 -0.1 0.2 -0.1
H 2.357 1.793 3.029 0.1 0.3 0.3
C 4.939 6.350 0.843 0.1 -0.1 0.0
C 3.860 6.519 -0.208 0.1 0.2 0.4
O 2.576 6.230 0.349 -0.3 -0.2 0.0
H 4.935 5.331 1.237 0.0 0.0 -0.1
H 5.925 6.563 0.426 0.0 0.0 0.0
H 4.763 7.020 1.689 0.1 0.1 -0.1
H 4.027 5.835 -1.039 -0.2 0.1 0.0
H 3.852 7.540 -0.599 0.1 -0.1 -0.1
H 2.431 6.844 1.078 0.0 -0.1 -0.1
C 0.164 -2.356 -5.370 -0.1 0.0 0.0
C 1.330 -1.399 -5.521 -0.1 -0.3 0.3
O 1.331 -0.444 -4.461 0.0 0.3 0.1
H -0.782 -1.810 -5.373 0.1 0.0 -0.1
H 0.151 -3.087 -6.181 0.0 0.0 0.1
H 0.222 -2.890 -4.417 0.1 -0.1 -0.1
H 1.257 -0.853 -6.462 0.1 0.1 0.2
H 2.282 -1.939 -5.509 0.0 0.0 -0.2
H 1.406 -0.934 -3.634 0.1 0.0 -0.2
C -3.275 0.059 5.756 0.0 0.0 0.0
C -3.258 -1.447 5.930 0.2 0.3 0.1
O -2.725 -2.077 4.763 0.0 -0.2 -0.4
H -3.876 0.338 4.886 -0.1 0.0 0.1
H -3.686 0.550 6.639 0.1 0.0 -0.1
H -2.265 0.440 5.581 0.0 0.0 0.1
H -4.269 -1.825 6.082 0.1 -0.1 -0.1
H -2.649 -1.732 6.792 -0.1 0.0 0.1
H -1.827 -1.745 4.640 -0.1 -0.1 0.2
C 6.709 3.918 -2.911 0.0 -0.1 0.1
C 5.581 4.879 -3.230 0.5 0.1 -0.2
O 5.922 6.200 -2.820 -0.2 0.1 0.1
H 6.924 3.921 -1.840 -0.1 0.0 0.0
H 6.454 2.900 -3.216 0.1 0.0 0.0
H 7.628 4.217 -3.422 -0.1 -0.1 -0.1
H 4.671 4.589 -2.702 0.0 0.2 0.0
H 5.368 4.888 -4.304 -0.1 -0.2 0.0
H 6.721 6.455 -3.297 -0.1 0.0 0.1